A single C12H25NO4Si molecule in a non-equilibrium geometry. Source: the OMol25 dataset; level of theory: wB97M-V/def2-TZVPD.

Geometry (Å):
C 2.5018 -0.4456 0.1572
H 5.0618 1.6596 0.7525
C -2.3378 -1.8730 0.3389
C -3.3705 -0.9826 -0.4070
H 3.9899 1.4676 2.1853
H -1.0319 1.2975 -1.6661
H 0.5490 2.2077 -0.3484
H -3.8718 -0.3916 0.3793
H -1.8266 1.5939 -0.2119
C -2.7652 0.0314 -1.4073
Si 2.7506 1.4002 0.0919
C 1.5529 -1.2689 -0.3162
H 0.3016 -2.5478 1.3591
H 1.7385 -2.3084 -0.2329
H 2.6450 1.3318 -2.3273
C 1.2525 2.4713 0.4038
C -1.5612 0.7511 -0.8735
H -0.1914 -1.6278 -1.4955
N -0.5586 -0.1421 -0.1048
H -1.9420 -2.6357 -0.3365
H -2.4358 -0.5097 -2.2777
C -0.2879 -1.7997 1.8833
H 0.8857 2.1950 1.3810
C 0.3461 -0.8231 -1.0188
O -3.7431 0.9545 -1.9506
C 3.2993 1.7943 -1.6103
H -4.5282 -2.5415 -0.3150
C 4.1445 1.9406 1.2402
H 3.3834 -0.8665 0.5561
H -3.6743 -1.9673 1.7790
H -1.7171 -0.2820 1.5975
H 1.0859 -0.4137 2.1461
H 0.6380 -0.1442 -1.7965
H 4.2442 3.0116 1.3649
O 0.4811 -0.9834 2.6847
H -4.5133 0.4228 -2.2287
H 3.3751 2.8418 -1.9046
H 4.3015 1.3723 -1.6957
O -3.0766 -2.6202 1.2961
O -4.3908 -1.7775 -0.9211
H 1.4188 3.5483 0.3256
C -1.2032 -1.0185 0.9314
H -0.9202 -2.3223 2.5923

SMILES   C[Si](C)(C)/C=C\CN1C[C@H](O)[C@@H](O)[C@H](O)[C@H]1CO
Multiplicity   1
Energy above the lowest of the compared OMol25 structures with the same formula, charge and spin   102.6 kcal per mole
Frontier orbital gap   9.48 eV
Lowest unoccupied orbital energy   0.62 eV